The following is a DFT calculation (wB97M-V/def2-TZVPD) of a molecular structure, CH3N4 at a distorted geometry.

LUMO energy (spin up / spin down) (hartree): -0.2700 / -0.2699
Total charge: +1
ΔE to the lowest compared entry with this formula, charge and spin (kJ/mol): 499.75
Multiplicity: 1
HOMO (spin up / spin down) (Ha): -0.5874 / -0.5874
Kohn-Sham gap (spin up / spin down) (eV): 8.64 / 8.64

Last column: natural (NBO) charge in e.
Positions of all 8 atoms, in Å:
C (0.262, -0.191, 0.148)  0.505
N (0.602, -1.352, 0.629)  -0.181
N (-1.170, -1.643, 0.268)  0.285
N (-1.134, -0.467, -0.112)  -0.235
N (0.936, 0.911, -0.098)  -0.734
H (-1.934, 0.042, -0.527)  0.448
H (1.943, 0.915, 0.048)  0.463
H (0.495, 1.784, -0.357)  0.449

***

The following is a DFT calculation (wB97M-V/def2-TZVPD) of a molecular structure, C8HCl2F5O3PdS4Sb at a distorted geometry.

LUMO energy (hartree): -0.0060
Total charge: -1
ΔE to the lowest compared entry with this formula, charge and spin (kJ/mol): 72.05
Multiplicity: 1
HOMO (Ha): -0.1908
Kohn-Sham gap (eV): 5.03

Last column: natural (NBO) charge in e.
Positions of all 25 atoms, in Å:
Pd (-0.155, -0.165, -0.163)  1.050
S (0.563, 0.401, 4.433)  -0.781
Sb (0.378, -1.102, 2.786)  1.311
S (-1.634, -0.564, 1.513)  -0.355
S (1.819, -0.364, 0.929)  -0.266
S (0.595, -3.277, 3.248)  -0.765
Cl (1.188, -3.352, -3.913)  0.008
C (0.019, -3.290, -2.594)  -0.306
Cl (-1.652, -3.260, -3.211)  -0.002
C (0.201, -2.054, -1.730)  0.730
O (-0.115, -2.194, -0.499)  -0.617
O (0.582, -0.969, -2.186)  -0.671
H (0.126, -4.184, -1.992)  0.250
F (-3.780, 3.591, -4.142)  -0.294
C (-2.932, 3.119, -3.221)  0.239
C (-2.010, 3.957, -2.620)  0.277
F (-1.979, 5.250, -2.957)  -0.293
C (-1.122, 3.474, -1.679)  0.284
F (-0.248, 4.319, -1.130)  -0.288
C (-1.118, 2.133, -1.287)  0.197
O (-0.252, 1.721, -0.366)  -0.645
C (-2.063, 1.329, -1.908)  0.272
F (-2.115, 0.018, -1.557)  -0.321
C (-2.956, 1.790, -2.856)  0.274
F (-3.834, 0.952, -3.413)  -0.289